[1]
Molecular formula: C4H5N3S
Method: DFT, ωB97M-V with the def2-TZVPD basis set

Output
spin multiplicity: 3
F_max: 5.9 eV/Å
total charge: 0
relative energy (zero: lowest compared OMol25 entry of this formula, charge and spin): 0.8 kcal per mole
HOMO energy (alpha / beta): -6.5392 / -9.3726 eV

Structure (XYZ):
```
13
Properties=species:S:1:pos:R:3:forces:R:3:lowdin_charge:R:1
S 0.5656 -2.1569 -0.0175 -0.76 0.65 0.15 0.927
N -2.0561 0.8014 0.0962 -1.62 2.85 -0.78 0.296
N 2.5734 -0.1645 0.1562 0.43 -1.15 -0.03 0.093
N -2.3230 -1.7811 -0.0198 -3.03 -1.55 0.07 0.099
C -1.1798 -1.3539 0.0817 4.11 2.91 0.02 -0.588
C 0.3621 0.5694 -0.1272 0.38 2.29 1.28 -0.157
C 1.3929 -0.5711 0.0144 -1.65 1.44 0.60 -0.703
C -1.0108 0.1022 0.1147 2.70 -5.21 0.06 -0.432
H 3.2170 -0.9474 0.2522 0.26 0.00 -0.03 0.052
H -2.1053 1.7959 0.1399 -0.95 0.61 0.49 0.105
H 0.5428 1.5292 0.5206 0.30 -1.99 -0.63 0.155
H 0.5269 0.9812 -1.1011 -0.15 0.12 -1.10 0.108
H -2.4679 -2.7638 -0.0120 -0.02 -0.98 -0.10 0.044
```
Forces are in eV/Å.



[2]
Molecular formula: C19H16O9P3V
Method: DFT, ωB97M-V with the def2-TZVPD basis set

Output
spin multiplicity: 2
F_max: 0.2 eV/Å
total charge: +1
relative energy (zero: lowest compared OMol25 entry of this formula, charge and spin): 0.0 kcal per mole
HOMO energy (alpha / beta): -12.6848 / -12.6151 eV

Structure (XYZ):
```
48
Properties=species:S:1:pos:R:3:forces:R:3:lowdin_charge:R:1
V 0.7001 -2.0684 0.3082 -0.05 0.04 0.17 1.033
P -0.1406 0.1772 0.1925 -0.05 -0.03 0.00 1.112
P 1.6796 -3.1199 -2.3306 0.02 0.00 -0.06 0.291
P 3.2602 -2.8330 -0.0380 0.00 0.03 -0.04 0.335
O 1.7309 -2.4113 -3.7205 0.01 0.00 0.01 -0.037
O 2.4486 -1.5834 0.5083 0.04 0.02 0.01 -0.334
O 0.6432 -2.2561 -1.5087 -0.02 -0.06 -0.09 -0.360
O 4.5930 -3.0969 0.4340 0.00 -0.01 0.02 -0.155
O 3.0961 -2.7299 -1.6325 -0.01 0.03 0.00 -0.202
O -1.7514 -2.2257 3.4022 0.05 0.04 -0.02 0.207
O 2.0352 -3.8726 0.3221 -0.02 0.00 0.03 -0.158
O 1.4691 -4.5660 -2.2855 -0.04 -0.01 0.02 -0.208
O -0.4454 -2.1666 1.5950 0.04 0.04 -0.05 -0.168
C -0.6733 -0.1457 2.9239 0.00 0.02 0.03 -0.141
C -0.2125 0.7161 1.9149 0.01 -0.04 0.00 -0.276
C 0.7844 1.3692 -0.7688 -0.01 0.05 -0.03 -0.349
C -2.0747 -0.4764 -1.6636 0.00 -0.01 -0.03 -0.083
C -4.4273 -0.0783 -1.3765 0.01 0.01 0.02 -0.047
C 0.1142 2.2385 -1.6296 0.03 -0.01 0.00 -0.062
C -0.4794 1.6347 4.5325 0.00 0.00 0.00 -0.025
C -1.8345 0.0905 -0.4100 0.02 0.02 0.04 -0.346
C -0.0133 2.4824 3.5424 0.00 -0.01 0.01 -0.030
C -3.3716 -0.5566 -2.1421 0.00 0.00 -0.01 -0.049
C 2.2148 3.2541 -2.2043 0.01 0.00 0.00 -0.048
C -2.8942 0.5744 0.3557 -0.01 0.00 0.01 -0.059
C -1.0475 -1.5728 2.7127 -0.05 -0.08 0.00 -0.430
C -4.1892 0.4874 -0.1322 -0.01 -0.01 -0.02 -0.049
C -0.8170 0.3247 4.2224 0.00 0.00 0.00 0.019
C 2.1714 1.4442 -0.6248 0.01 0.01 0.00 -0.077
C 2.8814 2.3899 -1.3445 -0.01 -0.01 0.00 -0.050
C 0.1118 2.0277 2.2349 -0.01 0.02 0.00 -0.044
C 0.8368 3.1804 -2.3459 0.00 0.00 0.00 -0.052
H -2.7193 1.0215 1.3257 0.01 0.00 0.00 0.112
H -1.1856 -0.3499 4.9831 0.00 0.00 0.00 0.135
H -0.5802 1.9885 5.5493 0.00 0.00 0.00 0.122
H 3.9557 2.4508 -1.2366 0.00 0.00 0.00 0.117
H -5.4392 -0.1474 -1.7523 0.00 0.00 0.00 0.117
H -3.5604 -0.9958 -3.1122 0.01 0.00 0.00 0.117
H -0.9607 2.1827 -1.7398 0.00 0.00 0.00 0.110
H 1.9430 -3.0039 -4.4556 0.00 0.00 0.00 0.122
H 2.7743 3.9893 -2.7672 0.00 0.00 0.00 0.116
H 2.6927 0.7731 0.0450 0.00 -0.01 0.00 0.100
H 0.4601 2.7008 1.4622 0.00 0.00 0.00 0.115
H 0.3215 3.8568 -3.0140 0.00 0.00 0.00 0.116
H 0.2504 3.5037 3.7815 0.00 0.00 -0.01 0.121
H -1.2542 -0.8494 -2.2632 0.00 0.00 0.00 0.102
H 1.9137 -4.6159 -0.3115 0.01 -0.04 -0.02 0.104
H -5.0110 0.8631 0.4619 0.00 0.00 0.00 0.117
```
Forces are in eV/Å.